1.
This record from the Open Molecules 2025 dataset describes the molecule C2H4N4. The level of theory is ωB97M-V/def2-TZVPD.

```
10
C2H4N4 | the Open Molecules 2025 dataset | ωB97M-V/def2-TZVPD
C -1.286 0.322 0.514
N 0.074 -1.342 -0.368
N 0.061 -0.229 0.395
C 1.257 0.383 0.204
N 1.968 -0.324 -0.633
N 1.192 -1.386 -0.972
H -1.917 -0.347 1.101
H -1.676 0.368 -0.507
H -1.265 1.320 0.946
H 1.631 1.259 0.719
```

Energy relative to the best compared isomer or geometry (same formula, charge and spin) = 1.816 eV
HOMO energy = -10.9 eV
LUMO energy = 0.65 eV
Gap between HOMO and LUMO = 11.53 eV
2S+1 = 1

***

2.
This record from the Open Molecules 2025 dataset describes C5H8S2 as an isolated structure. The level of theory is ωB97M-V/def2-TZVPD.

```
15
C5H8S2 | the Open Molecules 2025 dataset | ωB97M-V/def2-TZVPD
C 1.010 -0.115 0.199
C 0.257 -0.616 -1.073
C -1.150 -0.133 -0.754
C -1.213 -0.391 0.758
C -0.077 0.671 0.892
H 2.215 1.911 -0.203
H 1.236 -0.985 0.746
H 0.280 -1.698 -1.254
H 0.729 -0.089 -1.942
H -2.085 -0.349 -1.250
H -2.143 -0.123 1.288
H -0.967 -1.375 1.177
H 0.153 1.018 1.889
S 2.610 0.604 -0.091
S -0.855 1.672 -0.383
```

Energy relative to the best compared isomer or geometry (same formula, charge and spin) = 1.154 eV
HOMO energy = -8.7 eV
LUMO energy = 0.82 eV
Gap between HOMO and LUMO = 9.48 eV
2S+1 = 1

***

3.
This record from the Open Molecules 2025 dataset describes C17H25N5O2Sc as an isolated structure. The level of theory is ωB97M-V/def2-TZVPD.

```
50
C17H25N5O2Sc | the Open Molecules 2025 dataset | ωB97M-V/def2-TZVPD
Sc -0.002 -0.012 0.001
C 2.295 -1.511 -1.308
C 1.152 -1.369 -2.340
N -0.195 -1.336 -1.720
C -0.799 -2.643 -1.552
C -0.471 -3.057 -0.133
C -0.714 -4.349 0.289
C -0.588 -4.653 1.634
C -0.285 -3.616 2.505
C -0.060 -2.356 1.993
C 0.068 -1.168 2.933
N 0.564 -0.083 2.115
C 2.049 0.067 2.127
C 2.758 -0.764 1.017
N 2.058 -0.532 -0.249
N -0.054 -2.045 0.670
H 2.302 -2.529 -0.915
H 3.263 -1.332 -1.785
H 1.286 -0.410 -2.853
H 1.230 -2.135 -3.117
H -0.856 -0.553 -2.431
H -1.883 -2.556 -1.636
H -0.458 -3.377 -2.288
H -1.030 -5.103 -0.421
H -0.780 -5.652 2.002
H -0.256 -3.782 3.574
H -0.928 -0.921 3.301
H 0.705 -1.385 3.794
H 0.107 1.065 2.412
H 2.263 1.116 1.935
H 2.476 -0.142 3.111
H 3.807 -0.465 0.934
H 2.736 -1.819 1.291
H 2.225 0.620 -0.657
O 0.980 1.814 0.259
C 0.303 2.905 -0.399
C -0.846 2.436 -1.296
C -1.432 3.349 -2.163
C -2.500 2.949 -2.942
C -2.964 1.645 -2.836
C -2.336 0.801 -1.947
N -1.304 1.169 -1.178
H 0.895 1.963 1.238
H 1.045 3.436 -0.996
H -0.086 3.586 0.359
H -1.060 4.364 -2.229
H -2.969 3.645 -3.625
H -3.797 1.296 -3.428
H -2.660 -0.226 -1.815
O -1.609 -0.720 0.558
```

Energy relative to the best compared isomer or geometry (same formula, charge and spin) = 6.941 eV
HOMO energy = -8.7 eV
LUMO energy = -3.18 eV
Gap between HOMO and LUMO = 5.48 eV
2S+1 = 1
Total charge = +1

***

4.
This record from the Open Molecules 2025 dataset describes a 2-piece molecular cluster, C4H10OS overall. The level of theory is ωB97M-V/def2-TZVPD.

```
16
C4H10OS | the Open Molecules 2025 dataset | ωB97M-V/def2-TZVPD
C 0.611 2.973 0.083
C 1.115 1.714 -0.617
S 2.280 0.774 0.453
H 0.179 3.583 -0.708
H -0.131 2.708 0.835
H 1.441 3.433 0.614
H 1.694 1.876 -1.518
H 0.298 1.025 -0.835
H 2.519 -0.141 -0.497
C -1.183 -3.122 -0.521
C -1.689 -2.537 0.572
O -1.287 -1.295 0.981
H -1.125 -4.190 -0.638
H -1.061 -2.438 -1.357
H -2.416 -3.038 1.209
H -1.246 -1.325 1.945
```

Energy relative to the best compared isomer or geometry (same formula, charge and spin) = 1.906 eV
HOMO energy = -8.8 eV
LUMO energy = 0.80 eV
Gap between HOMO and LUMO = 9.57 eV
2S+1 = 1

***

5.
This record from the Open Molecules 2025 dataset describes C35H25CuF9N3O2PTe as an isolated structure. The level of theory is ωB97M-V/def2-TZVPD.

```
77
C35H25CuF9N3O2PTe | the Open Molecules 2025 dataset | ωB97M-V/def2-TZVPD
Cu 1.741 -0.933 0.585
O 2.715 5.226 -3.648
N 2.917 4.919 -2.434
O 3.475 5.674 -1.644
C 2.541 3.597 -2.089
C 2.338 2.746 -3.188
C 2.386 1.348 -2.929
C 2.597 0.386 -3.945
C 2.638 -0.955 -3.568
C 2.529 -1.331 -2.244
N 2.322 -0.469 -1.238
C 2.355 0.851 -1.606
C 2.509 1.733 -0.499
N 2.538 1.214 0.769
C 2.542 2.044 1.795
C 2.574 3.432 1.644
C 2.611 4.005 0.415
C 2.613 3.169 -0.720
H 2.333 3.167 -4.192
H 2.590 0.668 -5.034
H 2.851 -1.719 -4.353
H 2.596 -2.367 -1.993
H 2.468 1.621 2.796
H 2.688 4.040 2.553
H 2.644 5.093 0.287
F -0.112 -2.691 -5.826
C -1.272 -2.106 -5.528
F -1.400 -0.935 -6.286
F -2.222 -2.951 -5.979
C -1.322 -1.821 -4.044
C -1.337 -2.871 -3.157
C -0.949 -2.655 -1.831
C -0.795 -1.334 -1.384
C -0.878 -0.242 -2.297
C -1.241 -0.466 -3.606
P -0.500 -1.000 0.405
C -1.546 -1.893 1.506
C -1.230 -1.675 2.861
C -2.060 -2.215 3.862
C -3.205 -2.853 3.492
C -3.543 -2.981 2.168
C -2.688 -2.588 1.160
C -3.980 -3.595 4.540
F -3.263 -3.666 5.709
F -5.265 -3.104 4.820
F -4.205 -4.891 4.096
C -1.528 0.489 0.563
C -2.862 0.505 0.122
C -3.725 1.526 0.512
C -3.213 2.650 1.167
C -1.874 2.707 1.465
C -1.062 1.573 1.278
C -4.131 3.747 1.516
F -5.296 3.270 2.131
F -4.613 4.414 0.419
F -3.619 4.630 2.350
H -1.503 -3.928 -3.466
H -0.652 -3.539 -1.301
H -0.707 0.762 -1.963
H -1.226 0.386 -4.339
H -0.303 -1.206 3.191
H -1.703 -2.164 4.926
H -4.466 -3.525 1.913
H -3.041 -2.839 0.132
H -3.234 -0.190 -0.616
H -4.837 1.445 0.428
H -1.528 3.642 1.828
H -0.162 1.545 1.840
C 4.772 -1.619 1.825
Te 2.893 -2.694 2.112
C 2.904 -1.574 3.937
H 4.444 -0.572 1.788
H 5.014 -1.948 0.806
H 5.457 -1.841 2.642
H 2.210 -2.102 4.566
H 2.588 -0.558 3.755
H 3.906 -1.614 4.272
```

HOMO energy = -11.2 eV
LUMO energy = -4.31 eV
Gap between HOMO and LUMO = 6.93 eV
2S+1 = 1
Total charge = +1

***

6.
This record from the Open Molecules 2025 dataset describes the molecule C4H8O2S2. The level of theory is ωB97M-V/def2-TZVPD.

```
16
C4H8O2S2 | the Open Molecules 2025 dataset | ωB97M-V/def2-TZVPD
C -1.081 0.479 0.047
C -2.528 0.882 -0.397
C 0.904 -1.640 -0.170
C 1.786 -0.576 0.284
O -4.938 0.326 -0.568
O -3.559 -1.464 0.415
S -0.759 -1.285 -0.342
S -3.965 -0.020 0.426
H -0.426 1.012 -0.630
H -0.805 0.710 1.031
H -2.734 1.863 -0.097
H -2.650 0.821 -1.606
H 1.281 -2.575 -0.464
H 2.819 -0.910 0.683
H 1.412 -0.005 1.002
H 2.082 -0.097 -0.680
```

Energy relative to the best compared isomer or geometry (same formula, charge and spin) = 5.236 eV
HOMO energy (alpha / beta) = -6.7 / -6.7 eV
LUMO energy (alpha / beta) = -2.50 / -2.50 eV
Gap between HOMO and LUMO (alpha / beta) = 4.24 / 4.24 eV
2S+1 = 1

***

7.
This record from the Open Molecules 2025 dataset describes a 12-piece molecular cluster, C5H34N2O12 overall. The level of theory is ωB97M-V/def2-TZVPD.

```
53
C5H34N2O12 | the Open Molecules 2025 dataset | ωB97M-V/def2-TZVPD
C -1.585 -3.070 1.358
C -1.929 -1.679 1.708
N -0.857 -0.825 0.961
C -0.452 0.290 1.846
C -1.195 -0.479 -0.455
C -0.126 -0.847 -1.459
N 1.164 -0.759 -1.103
O -0.407 -1.095 -2.668
H -2.330 -3.631 0.596
H -1.578 -3.836 2.257
H -0.688 -3.150 0.837
H -2.934 -1.311 1.515
H -1.720 -1.659 2.792
H -1.015 1.264 1.750
H -0.603 0.023 2.860
H 0.669 0.480 1.543
H -1.398 0.607 -0.494
H -2.286 -0.916 -0.728
H 1.838 -1.134 -1.650
H 1.431 -0.327 -0.259
H 3.614 1.634 0.363
H 3.857 2.261 -0.853
O 3.297 1.623 -0.510
H 1.758 -2.889 1.035
H 0.800 -2.041 1.809
O 1.755 -2.128 1.574
H -0.910 2.372 -3.237
H -0.512 3.289 -2.253
O -1.147 2.610 -2.371
H 0.154 4.364 1.843
H -1.181 4.275 1.103
O -0.441 4.819 1.319
H -1.679 -3.985 -2.212
H -0.389 -2.981 -2.253
O -0.655 -3.977 -2.309
H -4.174 2.949 -0.041
H -3.460 1.927 -1.211
O -3.481 2.168 -0.304
H 0.432 -4.074 -1.004
H 0.467 -4.957 0.252
O 0.943 -4.242 -0.107
H 3.863 1.299 2.281
H 2.642 1.931 3.184
O 3.468 2.076 2.645
H -3.162 1.178 -3.764
H -2.391 0.631 -2.442
O -3.255 0.856 -2.846
H 3.412 -0.701 0.998
H 4.324 -0.583 2.174
O 4.024 -0.132 1.391
H 1.712 3.488 -1.742
H 0.982 4.741 -1.511
O 1.335 4.254 -2.209
```

Energy relative to the best compared isomer or geometry (same formula, charge and spin) = 4.924 eV
HOMO energy = -9.2 eV
LUMO energy = 0.25 eV
Gap between HOMO and LUMO = 9.40 eV
2S+1 = 1

***

8.
This record from the Open Molecules 2025 dataset describes the molecule C2H3N3O3. The level of theory is ωB97M-V/def2-TZVPD.

```
11
C2H3N3O3 | the Open Molecules 2025 dataset | ωB97M-V/def2-TZVPD
C -1.349 -0.185 -0.241
C 0.550 0.711 -0.272
H -2.967 0.821 -0.020
H 2.616 0.850 0.077
H 1.256 -1.135 1.007
N -0.755 1.023 -0.317
N 1.683 1.311 0.180
N 0.680 -0.739 -0.679
O -2.638 -0.075 0.252
O 1.660 -1.297 0.149
O -0.737 -1.285 -0.134
```

Energy relative to the best compared isomer or geometry (same formula, charge and spin) = 3.467 eV
HOMO energy = -9.7 eV
LUMO energy = -0.18 eV
Gap between HOMO and LUMO = 9.49 eV
2S+1 = 1

***

no.,F_max (eV/A)
1,0.43
2,1.78
3,6.09
4,1.49
5,4.44
6,6.12
7,6.15
8,6.93